# C46H48BFN2O9P

A cluster of 3 separate species, C46H48BFN2O9P in total in a non-equilibrium geometry (ωB97M-V with the def2-TZVPD basis set, the Open Molecules 2025 dataset).

Properties
LUMO energy in eV: 0.316
E in eV: -82569.22426

ORCA input file:
```
! RIJCOSX wB97M-V def2-TZVPD def2/J DEFGRID3
* xyz -1 1
C -4.206 3.005 -1.190
H -4.456 -1.185 -1.534
H -2.520 0.154 3.314
H 6.538 2.479 1.697
H -1.697 -10.491 -1.358
C -7.311 8.378 -1.091
C -4.209 0.488 1.464
C 1.399 -2.835 -2.426
H 6.037 -2.125 3.132
H 0.610 -0.001 0.750
H -3.827 4.128 1.986
H 7.210 -3.350 2.522
C -0.780 -3.245 -3.377
C 8.090 -1.339 2.885
H -3.829 -7.319 -3.291
C -1.832 -6.848 -2.644
B 4.913 -1.834 0.595
H 0.253 -9.010 -1.060
H 4.236 1.262 2.836
C 2.234 3.005 0.657
H 7.067 -1.139 0.532
C -4.165 -0.742 -0.556
C -0.729 -0.790 2.312
C 4.860 1.066 1.918
C -5.391 5.077 -0.877
H -1.682 1.234 2.166
C -1.735 -9.468 -1.716
H -3.141 2.268 0.522
O 5.922 -2.221 -2.844
C -5.394 6.222 1.347
C -2.886 -8.990 -2.338
H 3.160 -3.160 -0.035
H 8.934 -1.945 3.314
C -6.586 7.314 -0.563
H 5.326 2.644 0.373
H 2.331 -4.500 -1.449
C -0.731 -4.560 -2.926
C -7.316 9.444 1.068
H 4.726 -4.028 -0.157
F 7.100 -3.159 0.169
C -5.011 4.015 -1.694
H -5.339 3.977 -2.726
H 0.240 -1.361 -3.477
C 0.481 -6.428 -1.786
O 4.833 -0.437 0.055
C -6.211 7.327 0.781
H -6.310 8.397 2.644
N 5.407 -3.172 -2.359
H 3.124 1.123 -2.650
C -0.687 -7.321 -2.003
C 6.879 -2.278 2.416
H 2.354 0.396 3.062
H -1.957 -1.422 -0.236
C 0.534 0.054 1.865
C -3.775 3.050 0.134
H -3.746 -9.639 -2.460
C 3.577 1.845 -1.917
C 4.240 -3.029 -0.341
H -7.593 8.378 -2.137
C -1.986 0.158 2.323
O 4.856 3.523 2.284
H -7.606 10.273 1.703
H -0.820 -1.654 1.612
C -6.222 6.169 -1.437
C -4.162 4.099 0.955
N -2.980 -0.136 1.248
P 2.818 1.462 -0.243
C 1.459 -4.152 -1.989
H 5.735 0.442 2.211
H 3.225 2.861 -2.251
H 8.514 -0.743 2.039
H 2.220 -2.160 -2.223
C 5.429 2.469 1.474
C 0.399 -5.019 -2.242
H -1.647 -2.887 -3.919
O 3.961 -1.752 1.722
H 2.488 2.859 1.745
O -2.872 -5.059 -3.758
C -1.888 -5.456 -3.160
H -8.229 10.274 -0.694
H -4.507 1.136 2.305
C -2.859 -0.873 0.092
C -5.013 0.116 0.309
H -0.573 -1.208 3.344
C -2.933 -7.685 -2.805
O 1.483 -6.847 -1.240
H 7.684 -0.613 3.634
H -6.059 0.444 0.119
C 0.282 -2.387 -3.128
H 1.109 2.986 0.620
O 4.222 -2.732 -1.780
H 1.768 -1.288 3.208
H -3.909 2.181 -1.827
C -0.639 -8.636 -1.549
C -7.670 9.443 -0.279
H 4.684 1.715 -1.979
C 1.904 -0.455 2.470
H 2.667 3.968 0.293
O -5.071 6.232 2.520
H 2.418 -1.126 0.428
C 3.934 0.378 0.827
H 0.444 1.144 2.132
C -4.975 5.113 0.456
C -6.588 8.390 1.597
H 5.060 4.381 1.874
C 2.968 -0.796 1.356
C 6.508 -2.045 0.903
O -6.596 6.134 -2.595
*
```

Here are the Löwdin charges for atoms 1 to 6, given in e: C -0.042; H 0.084; H 0.123; H 0.114; H 0.103; C -0.004